Entry 1:
{"formula": "C20H24N3PS2W", "method": "wB97M-V/def2-TZVPD", "orbital_gap_ha": [0.30305, 0.25680], "total_charge": 2, "multiplicity": 3, "de_lowest_kj_mol": 0.00, "symbols": ["W", "C", "C", "C", "C", "C", "H", "H", "H", "H", "H", "S", "C", "N", "C", "C", "C", "C", "C", "C", "S", "H", "H", "H", "H", "C", "P", "C", "C", "H", "H", "H", "H", "H", "H", "H", "H", "H", "N", "C", "C", "C", "C", "C", "N", "H", "H", "H", "H", "H", "H"], "xyz": [[-0.15, -0.51, -0.88], [0.07, -1.27, -3.11], [-0.96, -0.30, -3.10], [-0.39, 0.95, -2.74], [0.99, 0.75, -2.48], [1.27, -0.63, -2.72], [-0.04, -2.32, -3.35], [-1.99, -0.45, -3.39], [-0.92, 1.89, -2.70], [1.70, 1.50, -2.19], [2.23, -1.11, -2.61], [0.37, -2.82, -0.12], [1.83, -1.97, 0.30], [1.69, -0.66, 0.20], [2.86, 0.03, 0.48], [3.04, 1.41, 0.50], [4.29, 1.89, 0.81], [5.35, 1.02, 1.12], [5.17, -0.35, 1.12], [3.92, -0.84, 0.80], [3.39, -2.51, 0.74], [2.21, 2.08, 0.28], [4.47, 2.96, 0.83], [6.32, 1.43, 1.36], [5.99, -1.01, 1.37], [-2.99, -1.82, 1.11], [-2.56, -1.28, -0.56], [-3.01, -2.69, -1.61], [-3.76, 0.03, -0.92], [-4.03, -2.17, 1.10], [-2.90, -1.00, 1.81], [-2.35, -2.64, 1.43], [-4.03, -3.00, -1.39], [-2.34, -3.54, -1.40], [-2.93, -2.44, -2.66], [-4.77, -0.33, -0.77], [-3.66, 0.38, -1.95], [-3.58, 0.87, -0.25], [-0.26, -0.60, 2.48], [-0.52, 0.65, 2.06], [-0.70, 1.67, 3.02], [-1.01, 2.93, 2.63], [-1.17, 3.21, 1.26], [-0.98, 2.19, 0.38], [-0.65, 0.91, 0.74], [-0.11, -0.77, 3.46], [-0.14, -1.38, 1.85], [-0.58, 1.42, 4.07], [-1.15, 3.71, 3.37], [-1.43, 4.19, 0.90], [-1.09, 2.36, -0.68]]}


Entry 2:
{"formula": "C4H10O2", "method": "wB97M-V/def2-TZVPD", "orbital_gap_ha": 0.40124, "total_charge": 0, "multiplicity": 1, "de_lowest_kj_mol": 58.08, "smiles": "CC[C@@H](O)CO", "symbols": ["C", "C", "C", "O", "C", "O", "H", "H", "H", "H", "H", "H", "H", "H", "H", "H"], "xyz": [[-2.13, -0.63, -0.03], [-1.00, 0.28, 0.43], [0.37, -0.21, -0.03], [0.33, -0.45, -1.42], [1.47, 0.81, 0.24], [2.69, 0.37, -0.33], [-3.10, -0.27, 0.34], [-2.17, -0.66, -1.13], [-1.99, -1.66, 0.33], [-1.16, 1.29, 0.04], [-0.99, 0.35, 1.52], [0.61, -1.14, 0.51], [1.25, -0.46, -1.71], [1.58, 1.00, 1.32], [1.23, 1.75, -0.26], [3.02, -0.37, 0.19]]}


Entry 3:
{"formula": "C4H7N", "method": "wB97M-V/def2-TZVPD", "orbital_gap_ha": 0.37574, "total_charge": 0, "multiplicity": 1, "de_lowest_kj_mol": 296.32, "smiles": "CC#CCN", "symbols": ["C", "C", "C", "C", "N", "H", "H", "H", "H", "H", "H", "H"], "xyz": [[2.44, 0.20, 0.09], [1.06, 0.00, -0.07], [-0.05, -0.37, -0.33], [-1.54, -0.57, 0.06], [-2.08, 0.70, 0.13], [3.02, -0.34, -0.69], [2.73, 1.30, -0.17], [2.96, -0.25, 1.16], [-1.49, -1.13, 1.03], [-2.00, -1.36, -0.63], [-1.85, 1.15, -0.70], [-3.20, 0.68, 0.13]]}